# 1
An isolated ion of composition C10H12NO and charge +1 in a non-equilibrium geometry, computed with the ωB97M-V functional and the def2-TZVPD basis.

E_HOMO: -13.9 eV
charge: +1
energy relative to the best compared isomer or geometry (same formula, charge and spin): 2.1349 eV
structure (SMILES): O=C[C@H](C1CC1)[n+]1ccccc1

Each line ends with the Löwdin charge.
CARTESIAN COORDINATES (ANGSTROEM)
1 H 2.699 -1.642 -2.029  0.11
2 C -1.552 0.523 -0.428  -0.25
3 C -2.645 1.484 -0.045  -0.08
4 C -1.244 2.006 -0.341  -0.05
5 H -3.089 1.590 0.908  0.09
6 H -3.537 1.661 -0.765  0.15
7 H -1.768 0.002 -1.356  0.15
8 C 3.307 -0.461 -0.364  0.06
9 C 1.403 0.267 1.024  -0.01
10 H -1.209 -0.239 1.561  0.18
11 H -1.092 2.594 -1.212  0.11
12 H -0.818 2.231 0.560  0.07
13 H 0.976 0.788 1.816  0.13
14 H 4.298 -0.571 -0.627  0.09
15 C 2.773 0.313 0.721  0.03
16 C 0.979 -1.071 -0.779  0.02
17 C -1.534 -1.910 0.471  -0.19
18 H 0.277 -1.512 -1.312  0.10
19 H 3.439 0.889 1.408  0.14
20 N 0.552 -0.468 0.359  0.01
21 H -1.125 -2.485 1.269  0.12
22 C -0.948 -0.479 0.506  -0.17
23 C 2.315 -1.137 -1.194  0.06
24 O -2.456 -2.371 -0.152  0.13


# 2
C35H24ClF4FeN7O2 as an isolated structure, computed with the ωB97M-V functional and the def2-TZVPD basis.

E_HOMO (alpha / beta): -9.2 / -9.3 eV
charge: +1
multiplicity: 6
energy relative to the best compared isomer or geometry (same formula, charge and spin): 0.1095 eV

Each line ends with the Löwdin charge.
CARTESIAN COORDINATES (ANGSTROEM)
1 C -0.937 -1.444 3.053  -0.23
2 N 8.240 6.995 0.390  0.22
3 C 4.360 -0.993 -2.608  -0.12
4 H -2.378 -0.678 6.024  0.11
5 C 4.563 -2.997 -3.841  -0.64
6 H 1.056 -4.179 -2.052  0.15
7 C -3.587 -2.747 -0.815  -0.03
8 C 3.196 -1.485 -2.056  -0.12
9 C 5.082 -1.741 -3.518  0.02
10 O 2.673 -0.557 -1.205  0.11
11 C -1.927 -1.258 4.020  -0.02
12 H 2.374 0.416 2.630  0.09
13 H 0.841 -3.459 2.288  0.09
14 C 3.769 2.857 -0.166  -0.02
15 C -4.099 -3.969 1.188  -0.08
16 C -2.340 0.285 -0.419  -0.07
17 O 0.959 -2.684 -0.717  0.00
18 H -0.024 -0.205 6.620  0.10
19 H -2.368 0.396 0.663  0.09
20 C 5.150 3.016 -0.249  -0.13
21 Cl 5.417 -3.973 -4.974  0.74
22 C 0.405 -1.189 3.412  -0.20
23 H -2.592 -0.900 -2.732  0.09
24 H 3.201 -0.944 3.410  0.09
25 C -0.278 -0.553 5.629  -0.09
26 N -1.160 -1.767 1.726  -0.04
27 C -2.579 -2.077 -0.147  -0.20
28 H -1.363 -2.156 -2.496  0.09
29 C 1.753 1.364 0.011  -0.11
30 C 3.706 5.160 0.634  -0.14
31 C 2.622 -0.640 2.533  -0.09
32 C 5.110 7.600 1.555  -0.16
33 F 5.916 1.972 -0.628  0.10
34 H 5.999 -1.392 -3.971  0.13
35 C 5.103 5.316 0.546  -0.03
36 C 2.670 -2.725 -2.353  -0.09
37 C 1.469 -3.231 -1.683  -0.10
38 H 3.034 -4.470 -3.560  0.13
39 C 5.769 6.534 0.901  -0.10
40 N 4.513 0.285 -2.062  0.22
41 H -3.801 -2.524 -1.852  0.11
42 C 5.798 4.182 0.087  -0.14
43 C 0.723 -0.741 4.681  -0.03
44 H 3.255 -0.788 1.655  0.08
45 C -4.351 -3.698 -0.148  -0.09
46 H -1.721 1.074 -0.841  0.07
47 H -2.960 -1.436 3.757  0.11
48 C 3.482 0.534 -1.222  -0.18
49 C 3.077 3.986 0.289  -0.14
50 Fe 0.157 -1.138 0.444  0.81
51 N 1.400 -1.430 2.374  -0.25
52 F 2.946 6.167 1.023  0.15
53 C 3.058 1.625 -0.487  -0.05
54 H -0.896 -0.440 -2.570  0.09
55 C -2.292 -2.370 1.206  -0.23
56 C -1.594 -0.824 5.293  -0.08
57 C -3.075 -3.321 1.862  -0.02
58 H 1.748 -0.536 4.953  0.11
59 C 3.386 -3.486 -3.281  -0.02
60 N 0.711 0.954 0.289  0.21
61 H -3.356 0.372 -0.816  0.10
62 N 4.609 8.469 2.122  0.23
63 H 5.288 0.913 -2.202  0.17
64 F 1.746 3.947 0.365  0.13
65 N -1.769 -1.036 -0.767  -0.26
66 C 7.136 6.763 0.623  -0.17
67 H 2.264 -3.132 3.305  0.10
68 H 2.406 -3.085 1.535  0.08
69 H -4.693 -4.707 1.710  0.11
70 F 7.118 4.194 -0.007  0.14
71 H -2.859 -3.563 2.894  0.11
72 H -5.142 -4.217 -0.672  0.10
73 C -1.654 -1.142 -2.221  -0.09
74 C 1.749 -2.865 2.378  -0.06


# 3
A 2-piece molecular cluster, C22H24F7NO6S overall in a non-equilibrium geometry, computed with the ωB97M-V functional and the def2-TZVPD basis.

E_HOMO: -8.9 eV
structure (SMILES): CCSC[C@H]1NC(=O)[C@](CCOC=O)(c2ccccc2)[C@@H]1C(F)(F)C(F)(F)C(F)(F)F.O=C1OCCO1

Each line ends with the Löwdin charge.
CARTESIAN COORDINATES (ANGSTROEM)
1 H -4.828 0.037 -3.276  0.11
2 F 1.006 -1.435 -1.521  0.10
3 H -3.606 0.788 3.145  0.13
4 F 2.081 0.798 -2.013  0.17
5 H 3.846 0.479 0.179  0.05
6 C -4.594 1.842 -2.122  -0.08
7 C -3.450 -0.128 2.582  -0.14
8 H -3.418 -1.318 -1.788  0.11
9 C 4.181 -0.482 0.559  -0.15
10 H 5.572 4.080 -0.828  0.13
11 C 5.033 3.149 -0.647  -0.11
12 F -1.168 0.396 -3.170  0.17
13 C 0.719 -2.159 1.866  -0.43
14 C -3.215 1.623 -0.146  -0.03
15 C -2.096 -0.612 0.446  -0.24
16 H -1.423 -0.659 2.519  0.12
17 H -4.248 -0.261 1.860  0.12
18 F -1.072 -1.814 -2.016  0.15
19 H 0.448 -2.879 2.631  0.08
20 H 4.271 1.501 -1.849  0.10
21 F 1.009 1.872 -3.535  0.18
22 H 3.926 -1.129 2.600  0.07
23 C -4.457 -2.056 3.498  -0.38
24 C -0.245 0.418 -2.203  -0.35
25 O -3.758 -2.403 0.433  0.13
26 H 2.569 -0.214 2.007  0.06
27 H -2.791 2.111 0.716  0.10
28 C -0.306 -2.215 0.714  -0.29
29 O 5.710 2.414 0.377  0.04
30 H -1.688 0.949 1.927  0.12
31 C 5.106 2.197 -1.824  -0.12
32 H -0.045 -0.029 0.542  0.16
33 H 5.183 2.700 -2.784  0.14
34 H 4.140 -1.182 -0.269  0.06
35 H 5.222 -0.380 0.844  0.06
36 C -4.383 0.493 -2.406  -0.05
37 H -5.396 -1.663 3.099  0.15
38 H 4.016 3.377 -0.338  0.13
39 F 1.403 -0.219 -3.796  0.21
40 H -5.205 2.453 -2.768  0.10
41 C 6.541 1.519 -0.214  -0.60
42 C -3.582 -0.279 -1.563  -0.03
43 H 0.719 -1.176 2.326  0.06
44 C -4.017 2.405 -0.989  -0.07
45 C -2.977 0.267 -0.423  -0.16
46 C -2.083 -0.060 1.903  -0.08
47 H -1.691 -3.757 1.001  0.16
48 O 6.304 1.463 -1.547  0.06
49 O -4.386 -3.154 3.929  0.11
50 C 3.310 -0.956 1.726  -0.50
51 H -4.164 3.445 -0.744  0.10
52 S 2.408 -2.477 1.294  0.90
53 C -2.638 -2.022 0.632  -0.45
54 C -0.598 -0.834 0.073  -0.06
55 O -3.417 -1.214 3.526  -0.01
56 F -0.474 1.453 -1.386  0.16
57 H 0.092 -2.943 0.014  0.13
58 C 1.105 0.701 -2.908  -0.58
59 O 7.355 0.875 0.358  0.16
60 N -1.606 -2.763 1.155  0.15
61 C -0.249 -0.935 -1.407  -0.38


# 4
A 2-piece molecular cluster, C3H6O5 overall in a non-equilibrium geometry, computed with the ωB97M-V functional and the def2-TZVPD basis.

E_HOMO: -10.8 eV
energy relative to the best compared isomer or geometry (same formula, charge and spin): 1.6421 eV
structure (SMILES): O=COCOC=O.O

Each line ends with the Löwdin charge.
CARTESIAN COORDINATES (ANGSTROEM)
1 H -1.975 2.207 0.550  0.16
2 O 2.499 -0.467 -1.658  -0.10
3 H -0.201 2.258 0.769  0.16
4 C -0.307 2.611 3.379  -0.33
5 O -1.148 2.807 2.406  0.03
6 O 0.514 1.696 3.473  0.07
7 H 1.846 0.103 -1.192  0.01
8 H 2.683 -1.199 -1.026  0.05
9 H -0.452 3.438 4.102  0.15
10 H -1.051 -1.252 1.354  0.16
11 C -0.811 -0.267 0.908  -0.27
12 O 0.000 0.000 0.000  0.04
13 C -1.156 1.994 1.263  -0.14
14 O -1.428 0.644 1.653  0.02


# 5
An isolated ion of composition C4H9INO and charge +1 in a non-equilibrium geometry, computed with the ωB97M-V functional and the def2-TZVPD basis.

E_HOMO: -13.7 eV
charge: +1
energy relative to the best compared isomer or geometry (same formula, charge and spin): 0.0000 eV
structure (SMILES): CC(C)([NH3+])C(=O)I

Each line ends with the Löwdin charge.
CARTESIAN COORDINATES (ANGSTROEM)
1 C 1.710 1.106 0.714  -0.79
2 H -0.097 1.369 -1.506  0.16
3 H -0.889 1.829 0.966  0.09
4 H -0.320 -0.254 -1.486  0.15
5 C 0.468 0.303 0.248  -0.52
6 N 0.310 0.496 -1.270  0.26
7 H -0.177 -1.676 -0.044  0.07
8 H 1.515 -1.717 -0.150  0.13
9 H 1.214 0.397 -1.778  0.19
10 C -0.804 0.804 0.883  -0.04
11 H -1.621 0.258 0.484  0.10
12 C 0.672 -1.266 0.477  -0.01
13 I 1.946 1.079 2.833  1.01
14 H 0.654 -1.607 1.541  0.10
15 H -0.778 0.510 1.860  0.03
16 O 2.422 1.681 -0.034  0.06


# 6
A 2-piece molecular cluster, CH4NO2Si overall in a non-equilibrium geometry, computed with the ωB97M-V functional and the def2-TZVPD basis.

E_HOMO: -4.1 eV
charge: -1
energy relative to the best compared isomer or geometry (same formula, charge and spin): 0.5793 eV

Each line ends with the Löwdin charge.
CARTESIAN COORDINATES (ANGSTROEM)
1 H 0.048 1.336 1.115  -0.07
2 C -2.672 -0.499 -0.145  -0.10
3 O -3.373 0.411 -0.257  -0.05
4 H 1.296 1.133 -0.751  -0.10
5 H 1.408 -1.387 -0.232  -0.07
6 H 2.264 -0.430 0.806  -0.04
7 N 1.415 -0.892 0.589  -0.15
8 Si 0.355 0.409 -0.082  0.10
9 O -0.741 -0.082 -1.042  -0.52